{
  "formula": "C38H35NO5P",
  "method": "wB97M-V/def2-TZVPD",
  "elements": ["C", "C", "O", "C", "C", "P", "C", "C", "C", "C", "C", "C", "C", "C", "C", "C", "C", "C", "O", "O", "H", "H", "H", "H", "H", "H", "H", "H", "H", "H", "H", "H", "H", "H", "H", "H", "C", "C", "C", "C", "C", "C", "C", "O", "C", "C", "C", "C", "C", "C", "N", "C", "C", "C", "C", "C", "C", "C", "C", "C", "O", "H", "H", "H", "H", "H", "H", "H", "H", "H", "H", "H", "H", "H", "H", "H", "H", "H", "H", "H"],
  "coordinates": [[-0.27591, -1.54212, 4.44504], [0.58736, -0.38886, 4.00960], [0.58180, -0.28481, 2.57676], [1.46326, 0.70457, 2.21624], [1.65532, 0.83431, 0.80361], [2.73561, 2.06074, 0.21249], [4.21149, 2.23734, 1.27018], [4.70389, 1.22630, 2.09985], [5.82639, 1.45061, 2.90905], [6.47588, 2.68691, 2.88675], [5.98550, 3.70594, 2.06404], [4.86262, 3.47932, 1.26361], [3.41139, 1.30946, -1.31431], [4.24916, 0.19261, -1.28051], [4.69842, -0.37975, -2.47676], [4.32443, 0.17834, -3.70246], [3.48856, 1.29845, -3.73317], [3.03224, 1.86277, -2.54263], [2.15923, 3.41533, -0.06027], [2.03801, 1.36453, 3.09649], [-0.16356, -1.62102, 5.52911], [-1.33481, -1.36394, 4.22470], [0.05511, -2.48720, 3.99872], [0.21137, 0.54674, 4.44918], [1.60873, -0.55962, 4.38044], [0.97897, 0.32777, 0.13536], [4.21878, 0.25372, 2.14440], [6.17379, 0.64662, 3.55901], [7.35579, 2.85735, 3.50687], [6.46640, 4.68389, 2.04176], [4.47301, 4.28084, 0.63746], [4.54661, -0.23745, -0.32422], [5.33760, -1.26195, -2.44032], [4.68093, -0.25448, -4.63583], [3.17996, 1.74066, -4.67921], [2.38188, 2.73699, -2.55452], [0.26464, -0.09269, -6.56784], [-0.30754, -0.64509, -5.41995], [-0.57859, 0.19412, -4.34544], [-0.30389, 1.56326, -4.40576], [0.27819, 2.11993, -5.53852], [0.56406, 1.28606, -6.62315], [-0.76897, 2.23491, -3.16408], [-0.68931, 3.42983, -2.91174], [-1.34922, 1.14920, -2.31071], [-2.00611, 1.41079, -1.14821], [-2.58469, 0.42379, -0.27334], [-1.94298, -0.80760, -0.02212], [-2.51870, -1.80003, 0.74368], [-3.79707, -1.59019, 1.33348], [-4.37288, -2.56863, 2.08446], [-3.64800, -3.77054, 2.44478], [-2.72138, -4.22081, 1.32812], [-1.78736, -3.08995, 0.91785], [-5.60650, -2.34070, 2.80407], [-6.52609, -1.41036, 2.03243], [-5.80729, -0.10668, 1.70562], [-4.45273, -0.34114, 1.12267], [-3.83588, 0.63774, 0.36154], [-1.21890, -0.14752, -3.04998], [-1.54978, -1.28590, -2.73114], [0.47917, -0.72761, -7.42803], [-0.55546, -1.70119, -5.33427], [0.49028, 3.18710, -5.54280], [1.01905, 1.70374, -7.52148], [-2.18157, 2.45665, -0.89478], [-0.96741, -1.01163, -0.45177], [-3.05616, -3.61196, 3.36689], [-4.39140, -4.54758, 2.66294], [-2.14051, -5.08427, 1.65992], [-3.31997, -4.52482, 0.46054], [-1.29469, -3.34673, -0.02852], [-0.98555, -2.95732, 1.66377], [-6.08271, -3.31681, 2.95918], [-5.40519, -1.90511, 3.80069], [-6.83640, -1.89852, 1.10092], [-7.41916, -1.20903, 2.62799], [-6.40698, 0.47662, 0.99914], [-5.71809, 0.49600, 2.62237], [-4.34548, 1.58975, 0.19402]],
  "lowdin_charge": [-0.0957, -0.2735, -0.0484, -0.6079, -0.1567, 0.6707, -0.2536, -0.0941, -0.0940, -0.1149, -0.1036, -0.0739, -0.2584, -0.0767, -0.0996, -0.1112, -0.1011, -0.0763, -0.3728, -0.0285, 0.0683, 0.0664, 0.0689, 0.1235, 0.1207, 0.0345, 0.1016, 0.0927, 0.0880, 0.0904, 0.1000, 0.0976, 0.0920, 0.0891, 0.0871, 0.0992, -0.0675, -0.0007, -0.0947, -0.0997, -0.0115, -0.0716, -0.3012, 0.1001, -0.0497, 0.0755, -0.1858, 0.0210, -0.1303, -0.0996, -0.0854, -0.1654, -0.1689, -0.1374, -0.1708, -0.1774, -0.1610, -0.1527, 0.0213, -0.2718, 0.0845, 0.0991, 0.1179, 0.1223, 0.1000, 0.1383, 0.1188, 0.1288, 0.1145, 0.1106, 0.1203, 0.1248, 0.1178, 0.1159, 0.1311, 0.1208, 0.1088, 0.1150, 0.1233, 0.1229],
  "relative_energy_kcal_mol": 0.0,
  "gap_ev": 5.355,
  "e_lumo_ev": 1.7,
  "total_charge": -1,
  "spin_multiplicity": 1
}

---

{
  "formula": "C38H36I2N6O3TeTi",
  "method": "wB97M-V/def2-TZVPD",
  "elements": ["Ti", "I", "C", "C", "C", "I", "C", "O", "C", "C", "N", "C", "C", "C", "C", "C", "C", "N", "C", "H", "H", "H", "H", "H", "H", "H", "H", "H", "H", "H", "C", "C", "O", "N", "C", "C", "C", "C", "C", "C", "N", "H", "H", "H", "H", "H", "H", "H", "H", "H", "H", "O", "C", "C", "C", "C", "C", "C", "C", "N", "C", "C", "N", "H", "H", "H", "H", "H", "H", "H", "C", "Te", "C", "C", "C", "C", "C", "C", "C", "H", "H", "H", "H", "H", "H", "H", "H"],
  "coordinates": [[-0.56946, -0.24702, -0.02568], [0.28730, 6.24588, 3.92724], [0.30444, 4.58188, 2.63412], [-0.20570, 4.70582, 1.35456], [-0.13268, 3.60955, 0.51720], [-0.83643, 3.70578, -1.46770], [0.40630, 2.36646, 0.91762], [0.48796, 1.36670, 0.07423], [0.86656, 2.27226, 2.25160], [1.45270, 0.97276, 2.74011], [0.54791, -0.18055, 2.66115], [-0.61420, -0.16776, 3.52033], [-1.71397, 0.67037, 2.93838], [-2.65998, 1.21418, 3.79016], [-3.66312, 2.02440, 3.29168], [-3.63498, 2.29011, 1.93100], [-2.66771, 1.69846, 1.15109], [-1.72373, 0.85267, 1.60784], [0.83243, 3.38182, 3.07876], [-0.64907, 5.63123, 1.01597], [2.30839, 0.73411, 2.09882], [1.81488, 1.11938, 3.76916], [1.08999, -1.00618, 2.87281], [-0.98182, -1.19604, 3.60938], [-0.38012, 0.19320, 4.53450], [-2.60418, 1.00312, 4.84998], [-4.42215, 2.44457, 3.93632], [-4.35714, 2.95136, 1.47204], [-2.63584, 1.90069, 0.09256], [1.23039, 3.30848, 4.08332], [3.35466, -2.04385, 0.69927], [1.85921, -2.16901, 0.57186], [1.15571, -1.17014, 0.42375], [1.35564, -3.40894, 0.67493], [-0.03049, -3.75152, 0.32373], [-1.11398, -3.04976, 1.10185], [-1.69917, -3.69636, 2.16752], [-2.91325, -3.25138, 2.69960], [-3.56606, -2.21558, 1.99006], [-2.92759, -1.59379, 0.95895], [-1.63223, -1.87334, 0.56392], [3.68023, -1.18758, 0.10732], [3.86563, -2.94545, 0.36464], [3.62937, -1.85439, 1.73822], [2.01401, -4.16962, 0.63808], [-0.12157, -4.82175, 0.50685], [-0.19875, -3.56519, -0.74049], [-1.22456, -4.58805, 2.56234], [-3.37385, -3.74857, 3.54057], [-4.57726, -1.92711, 2.24700], [-3.43962, -0.83927, 0.37537], [-1.87815, 0.25830, -1.13654], [-2.50173, 0.13152, -2.27750], [-3.75655, 0.72920, -2.47673], [-4.41795, 0.62004, -3.67925], [-3.85594, -0.10932, -4.72489], [-2.63494, -0.71884, -4.54302], [-1.93635, -0.61413, -3.33384], [-0.64224, -1.23171, -3.14364], [0.10367, -1.24227, -2.03792], [1.23383, -1.95922, -2.36348], [1.17311, -2.39349, -3.64461], [-0.01770, -1.93061, -4.13208], [-4.19423, 1.27338, -1.64880], [-5.37412, 1.10830, -3.81343], [-4.37924, -0.19377, -5.66740], [-2.21327, -1.28303, -5.36628], [2.04114, -2.13226, -1.68146], [1.84610, -3.00136, -4.22159], [-0.37858, -2.08150, -5.05528], [4.44512, 1.13323, -2.79045], [2.60873, 1.12118, -1.61354], [3.04374, 3.22851, -1.36909], [4.22518, 3.56416, -2.23361], [4.64069, 4.88691, -2.37484], [5.72073, 5.20755, -3.17899], [6.40896, 4.20220, -3.84483], [5.99886, 2.88733, -3.71070], [4.90232, 2.55802, -2.91665], [4.28845, 0.70022, -3.77942], [5.22539, 0.53884, -2.31040], [3.24469, 3.45500, -0.32106], [2.17711, 3.81478, -1.67114], [4.10393, 5.67219, -1.85538], [6.02578, 6.23981, -3.29274], [7.25605, 4.44377, -4.47391], [6.52687, 2.09625, -4.23062]],
  "lowdin_spin": [0.9554, 0.0002, 0.0019, -0.0001, 0.0022, 0.0001, 0.0046, 0.0252, 0.0018, 0.0005, 0.0025, 0.0011, 0.0046, -0.0007, 0.0043, -0.0005, 0.0044, 0.0020, 0.0000, 0.0000, 0.0002, 0.0001, 0.0005, 0.0016, 0.0000, -0.0001, 0.0003, -0.0001, 0.0002, 0.0000, 0.0009, 0.0055, 0.0174, 0.0162, 0.0328, 0.1677, 0.0200, 0.2500, 0.0495, 0.1359, 0.2244, 0.0002, 0.0001, 0.0001, 0.0015, 0.0061, 0.0014, -0.0035, 0.0192, -0.0013, 0.0083, -0.0043, 0.0024, 0.0013, 0.0019, 0.0028, 0.0013, 0.0043, 0.0090, 0.0058, 0.0035, -0.0005, 0.0051, 0.0000, 0.0000, 0.0002, 0.0000, 0.0002, -0.0001, 0.0002, -0.0003, 0.0016, 0.0010, 0.0001, 0.0000, 0.0000, 0.0000, 0.0000, 0.0000, 0.0000, 0.0000, 0.0000, 0.0000, 0.0000, 0.0000, 0.0000, 0.0000],
  "relative_energy_kcal_mol": 34.8,
  "gap_ev": [4.773, 7.293],
  "e_lumo_ev": [0.1, 0.1],
  "total_charge": 0,
  "spin_multiplicity": 3
}

---

no.,F_max (eV/Å)
1,2.1
2,2.5